Entry 1:
{
  "formula": "C17H21Cl5N7OSeY",
  "method": "the ωB97M-V functional and the def2-TZVPD basis",
  "lumo_ev": -7.28,
  "gap_ev": 6.00,
  "mol_weight_da": 684.53,
  "spin_multiplicity": 1,
  "charge": 2,
  "elements": ["Y", "Se", "Cl", "Cl", "Cl", "Cl", "Cl", "O", "N", "N", "N", "N", "N", "N", "N", "C", "C", "C", "C", "C", "C", "C", "C", "C", "C", "C", "C", "C", "C", "C", "C", "C", "H", "H", "H", "H", "H", "H", "H", "H", "H", "H", "H", "H", "H", "H", "H", "H", "H", "H", "H", "H", "H"],
  "xyz": [[0.15039, -0.07229, -0.04075], [3.14016, 2.94842, -0.80047], [-0.22800, 2.19722, 1.64123], [-1.58006, 4.89284, 2.48865], [-3.32982, 5.55468, -2.56879], [-3.14073, 6.58078, 0.36588], [-1.97318, 2.84895, -3.37957], [-0.59777, 1.53357, -1.15430], [2.13232, -0.66518, -1.55060], [-0.63031, -2.06107, -1.34157], [2.26830, 1.41232, -0.54327], [1.83998, -0.47444, 1.80205], [-2.36771, 0.01686, 0.49418], [-0.64456, -1.98986, 1.57324], [4.06802, 2.32135, -2.16332], [4.19097, 0.18061, -3.36377], [0.45447, -2.34526, 2.50439], [-1.81077, -1.49924, 2.34939], [2.61778, -1.43875, -2.49211], [-1.88352, 3.44015, -1.77304], [-1.17195, 2.67223, -0.83943], [-2.49004, 4.63613, -1.40004], [-2.91938, -0.95485, 1.46200], [-1.70892, 4.35848, 0.86872], [-0.28117, -3.25702, -0.53831], [-1.01103, -3.19762, 0.79010], [1.23307, -1.13426, 2.97714], [2.69570, 0.58254, -1.47088], [3.64905, -1.06621, -3.40322], [-1.11470, 3.16832, 0.46857], [-2.40176, 5.10409, -0.08162], [3.70051, 1.07049, -2.36487], [-2.20633, -2.29557, 2.99035], [4.95879, 0.50935, -4.05094], [-2.90368, 0.00566, -0.36996], [0.06480, -2.90741, 3.35955], [3.96967, -1.79766, -4.13056], [1.14052, -3.01316, 1.97598], [-0.81464, -4.10477, 1.36824], [-0.54397, -4.18435, -1.05119], [0.58462, -0.41105, 3.47394], [2.28105, 0.40212, 2.06913], [-2.08197, -3.19284, 0.59191], [-2.49264, 0.96270, 0.84910], [0.80340, -3.26355, -0.39167], [-3.41453, -1.75445, 0.91298], [1.98049, -1.44246, 3.71033], [-1.46217, -0.70225, 3.00918], [-3.68666, -0.50888, 2.09622], [2.59252, -1.05649, 1.43702], [-0.19054, -2.11164, -2.25684], [2.19700, -2.43555, -2.57934], [-1.63108, -2.06173, -1.52903]]
}



Entry 2:
{
  "formula": "C17H21F5N5NaO6Te",
  "method": "the ωB97M-V functional and the def2-TZVPD basis",
  "lumo_ev": 4.02,
  "gap_ev": 7.23,
  "mol_weight_da": 636.96,
  "spin_multiplicity": 1,
  "charge": -2,
  "elements": ["Te", "Na", "F", "F", "F", "F", "F", "O", "O", "O", "O", "O", "O", "N", "N", "N", "N", "N", "C", "C", "C", "C", "C", "C", "C", "C", "C", "C", "C", "C", "C", "C", "C", "C", "C", "H", "H", "H", "H", "H", "H", "H", "H", "H", "H", "H", "H", "H", "H", "H", "H", "H", "H", "H", "H", "H"],
  "xyz": [[1.26382, 2.30675, -0.94912], [-0.30769, 0.32873, 1.04770], [1.31572, 4.21056, -0.63898], [1.38497, 2.62154, -2.78512], [-0.58973, 2.91065, -1.05603], [3.15757, 2.75747, -0.86390], [2.23785, 0.64442, -1.28388], [-1.72330, -0.34641, 2.60270], [-3.79485, -1.16616, 2.91934], [-1.46766, 0.96535, -3.33444], [-0.10409, 0.62349, -1.58401], [1.08977, 1.87149, 0.81615], [-0.49842, -2.38761, 0.38982], [3.25993, 0.69907, 2.50261], [0.36222, -3.88158, 1.85659], [1.49889, -3.34323, -0.13670], [2.65265, -1.43106, 2.47559], [-2.27363, -0.00265, -0.06607], [1.70721, -2.41914, -1.23519], [2.68641, -4.03932, 0.29882], [2.14943, -0.82620, 3.59901], [-0.62554, -3.49880, 2.84400], [-4.20963, -1.34179, 0.14580], [-2.86257, -0.71258, 2.23150], [3.78812, 1.96849, 2.04529], [0.41713, -3.14226, 0.68780], [-3.43844, -0.65030, -2.02054], [-3.13874, -0.64662, 0.69969], [2.33048, -5.15977, 1.25465], [3.29663, -0.47469, 1.84301], [-2.37583, -0.01646, -1.38127], [1.50537, -4.58713, 2.38588], [-1.23526, 0.61705, -2.18154], [2.51110, 0.49132, 3.62697], [-4.36201, -1.32143, -1.23355], [-4.87733, -1.87504, 0.80697], [3.76393, -0.55464, 0.87402], [1.95348, -2.97692, -2.14431], [3.38730, -3.34282, 0.78258], [3.18262, -4.43976, -0.59151], [-3.49247, -0.61625, -3.09977], [2.24965, 1.30381, 4.28198], [3.23827, -5.62531, 1.64605], [1.75383, -5.92421, 0.72620], [4.33309, 1.80304, 1.12006], [-0.16372, -2.92350, 3.65415], [1.13646, -5.38737, 3.03711], [0.81930, -1.81970, -1.41023], [1.51317, -1.34947, 4.29308], [2.11997, -3.90803, 2.99311], [-5.18922, -1.85037, -1.69747], [2.51845, -1.72398, -1.01643], [2.95581, 2.63366, 1.82431], [4.46013, 2.37629, 2.80319], [-1.38134, -2.86817, 2.39025], [-1.09304, -4.39149, 3.27108]]
}



Entry 3:
{
  "formula": "C17H21NO3S2",
  "method": "the ωB97M-V functional and the def2-TZVPD basis",
  "lumo_ev": -0.32,
  "gap_ev": 7.36,
  "mol_weight_da": 351.49,
  "spin_multiplicity": 1,
  "charge": 0,
  "elements": ["S", "S", "O", "O", "O", "N", "C", "C", "C", "C", "C", "C", "C", "C", "C", "C", "C", "C", "C", "C", "C", "C", "C", "H", "H", "H", "H", "H", "H", "H", "H", "H", "H", "H", "H", "H", "H", "H", "H", "H", "H", "H", "H", "H"],
  "xyz": [[-0.90751, 0.70329, -1.48001], [3.04504, -1.98597, -0.75394], [3.77264, -1.93794, 0.51603], [0.23959, 1.09593, -2.29162], [-2.03882, 0.17809, -2.20853], [-0.50846, -0.04884, -0.13153], [-0.16083, -4.24424, 2.22320], [4.13419, -1.54265, -2.13236], [-0.02711, -2.09994, 1.04579], [0.26094, -1.23920, -0.23618], [-1.50654, 2.27979, -0.90120], [-3.34527, 3.76347, -0.35345], [-0.54980, -1.46885, 2.20470], [-0.60708, 3.27547, -0.53431], [-2.87284, 2.51679, -0.76616], [-2.43549, 4.78245, -0.03664], [2.55468, -3.64287, -1.12939], [-0.69378, -2.22382, 3.40936], [-2.96181, 6.14344, 0.32968], [-0.03059, -3.50833, 1.02936], [-0.47466, -3.62116, 3.44324], [-1.05870, 4.52407, -0.11523], [1.69201, -0.85126, -0.61246], [-0.35746, 5.32141, 0.15127], [4.81205, -0.75510, -1.80008], [-0.74174, -0.38803, 2.25747], [-0.06459, -5.32415, 2.16840], [0.44923, 3.09322, -0.61322], [1.77845, -0.30971, -1.57602], [-3.58285, 1.74388, -1.00555], [-1.04678, -1.76042, 4.34788], [3.46778, -4.21065, -1.42003], [-3.59838, 6.10973, 1.22063], [2.09896, -4.09260, -0.21483], [3.51918, -1.20941, -2.96616], [1.97850, -0.20746, 0.25310], [-4.42712, 3.95898, -0.26197], [0.15632, -3.97193, 0.06509], [-2.13734, 6.83226, 0.51374], [-0.04659, -1.93775, -1.18389], [-0.70267, -4.24545, 4.34922], [4.66544, -2.46483, -2.34827], [-3.57218, 6.56073, -0.47988], [1.83198, -3.59047, -1.97526]]
}